7
Properties=species:S:1:pos:R:3:nbo_charge:R:1 method="wB97M-V/def2-TZVPD" smiles="O=c1nc([O-])ss1" charge=-1 de_lowest_ev=0.6192 lumo_ev=3.4655 total_energy_ha=-1077.913850 homo_ha=-0.154
C -0.84 0.38 0.83 0.723
C 0.26 -0.66 -0.90 0.444
N -0.81 -0.38 -0.16 -0.642
O -1.61 0.88 1.59 -0.612
O 0.20 -1.56 -1.93 -0.700
S 1.03 1.26 1.01 -0.303
S 1.78 0.07 -0.44 0.089

7
Properties=species:S:1:pos:R:3:nbo_charge:R:1 method="wB97M-V/def2-TZVPD" smiles="O=C=NC(=O)O[O-]" charge=-1 de_lowest_ev=2.0958 lumo_ev=3.6225 total_energy_ha=-431.891658 homo_ha=-0.123
C 1.64 -0.08 0.50 0.876
C -0.79 -0.20 0.12 0.859
N 0.60 0.14 -0.03 -0.586
O 2.74 -0.19 0.89 -0.562
O -1.11 -0.90 1.07 -0.682
O -1.42 1.01 -1.83 -0.640
O -1.66 0.21 -0.72 -0.264

5
Properties=species:S:1:pos:R:3:nbo_charge:R:1 method="wB97M-V/def2-TZVPD" de_lowest_ev=2.3304 lumo_ev=-0.8262 total_energy_ha=-624.806820 homo_ha=-0.421
C -0.82 0.16 -0.12 0.972
C 1.19 -0.25 0.20 -0.220
O -1.38 -0.45 0.66 -0.528
O -0.70 1.03 -0.88 -0.558
S 2.64 -0.19 -0.12 0.334

62
Properties=species:S:1:pos:R:3:nbo_charge:R:1 method="wB97M-V/def2-TZVPD" de_lowest_ev=0.7645 lumo_ev=-2.5143 total_energy_ha=-4986.922102 homo_ha=-0.292
W 0.29 -0.41 0.95 0.958
Cl 0.07 4.78 -4.30 0.031
C -0.15 3.62 -3.04 -0.062
C -1.01 3.91 -1.97 -0.155
C -1.20 2.99 -0.96 -0.228
C -0.52 1.78 -1.00 0.340
O -0.73 0.88 -0.05 -0.665
C 0.33 1.48 -2.07 -0.131
C 0.94 0.20 -2.14 0.206
N 0.95 -0.70 -1.21 -0.513
C 1.61 -1.92 -1.52 0.221
C 1.62 -2.54 -2.73 -0.232
C 2.41 -3.70 -2.92 -0.188
C 3.20 -4.17 -1.91 -0.188
C 3.20 -3.54 -0.64 -0.018
C 4.01 -3.93 0.44 -0.098
C 3.96 -3.21 1.60 -0.263
C 3.02 -2.17 1.72 0.130
N 2.19 -1.83 0.76 -0.458
C 2.34 -2.45 -0.45 0.114
C 0.51 2.41 -3.10 -0.173
H -1.52 4.86 -1.95 0.247
H -1.87 3.19 -0.14 0.255
H 1.46 -0.04 -3.07 0.204
H 1.01 -2.18 -3.55 0.228
H 2.40 -4.19 -3.88 0.230
H 3.83 -5.04 -2.07 0.227
H 4.68 -4.77 0.34 0.230
H 4.59 -3.44 2.44 0.244
H 2.92 -1.62 2.65 0.244
H 1.16 2.18 -3.94 0.231
S 0.18 1.45 2.63 0.145
C 1.65 2.11 2.03 -0.235
S 2.27 0.99 0.86 0.064
C 2.22 3.30 2.34 -0.373
C 3.42 3.72 1.69 0.281
N 4.39 4.02 1.16 -0.301
C 1.61 4.15 3.31 0.278
N 1.12 4.82 4.10 -0.289
O 1.10 -6.83 3.30 -0.543
C 0.79 -5.73 2.95 0.207
S 0.06 -5.37 1.37 0.349
C -0.02 -3.64 1.59 -0.394
C 0.43 -3.14 2.75 -0.444
S 0.45 -1.43 3.13 0.118
S 1.05 -4.27 3.93 0.343
S -0.69 -2.67 0.31 -0.015
O -6.47 2.91 -1.98 -0.665
C -5.61 3.41 -1.06 0.774
O -5.53 4.59 -0.90 -0.556
C -4.79 2.42 -0.31 -0.196
C -4.35 2.77 0.97 -0.178
C -3.53 1.92 1.68 -0.163
C -3.12 0.70 1.13 -0.176
S -2.04 -0.37 2.04 0.021
C -3.57 0.35 -0.14 -0.215
C -4.40 1.20 -0.85 -0.197
H -6.52 1.95 -1.90 0.484
H -4.65 3.72 1.37 0.241
H -3.18 2.20 2.67 0.230
H -3.25 -0.59 -0.57 0.225
H -4.70 0.91 -1.86 0.211

60
Properties=species:S:1:pos:R:3:nbo_charge:R:1 method="wB97M-V/def2-TZVPD" charge=-2 de_lowest_ev=0.0000 lumo_ev=4.2741 total_energy_ha=-2858.166333 homo_ha=-0.078
Sr 0.07 -0.73 -0.05 1.786
Cl -6.17 -3.43 1.69 -0.047
C -4.46 -3.11 1.80 -0.085
C -3.99 -1.84 1.48 -0.242
C -2.64 -1.53 1.55 0.126
N -2.13 -0.28 1.18 -0.737
C -2.78 0.84 1.46 0.588
O -3.89 1.04 1.97 -0.727
C -1.97 2.08 1.06 0.159
C -2.58 3.33 1.12 -0.242
C -1.87 4.45 0.74 -0.202
C -0.55 4.29 0.32 -0.236
C -0.02 3.01 0.30 0.021
N -0.70 1.93 0.67 -0.462
C -1.72 -2.53 1.97 0.229
C -2.22 -3.79 2.30 -0.279
C -3.57 -4.08 2.21 -0.062
Cl -4.11 -5.69 2.64 -0.048
N -0.36 -2.20 2.00 -0.746
C 0.49 -2.81 2.79 0.586
O 0.35 -3.73 3.62 -0.725
C 1.92 -2.27 2.63 0.162
C 2.98 -3.04 3.10 -0.236
C 4.27 -2.57 2.96 -0.182
C 4.47 -1.32 2.39 -0.285
C 3.35 -0.61 1.96 0.034
N 2.11 -1.07 2.07 -0.457
H -4.69 -1.07 1.19 0.242
H -3.61 3.37 1.46 0.242
H -2.32 5.43 0.77 0.196
H 0.05 5.13 0.00 0.198
H 1.00 2.83 -0.03 0.208
H -1.53 -4.55 2.64 0.253
H 2.74 -3.99 3.55 0.242
H 5.11 -3.16 3.30 0.198
H 5.46 -0.90 2.26 0.207
H 3.46 0.36 1.50 0.201
F 5.78 0.24 -2.38 -0.361
C 4.46 0.57 -2.48 0.402
C 3.59 0.21 -1.47 -0.384
C 2.22 0.53 -1.52 -0.362
C 1.80 1.26 -2.66 -0.179
C 2.71 1.57 -3.66 0.398
F 2.31 2.20 -4.81 -0.363
C 4.05 1.25 -3.61 -0.420
C 0.37 1.67 -2.79 0.213
C 0.00 2.88 -3.38 -0.252
C -1.34 3.23 -3.45 -0.177
C -2.29 2.36 -2.94 -0.282
C -1.84 1.19 -2.36 0.053
N -0.56 0.85 -2.28 -0.468
H 4.01 -0.35 -0.64 0.197
H 4.73 1.50 -4.41 0.219
H 0.75 3.55 -3.76 0.216
H -1.63 4.17 -3.89 0.198
H -3.35 2.58 -2.96 0.211
H -2.54 0.48 -1.91 0.210
O -1.73 -3.89 -3.16 -0.709
C -1.06 -3.23 -2.40 0.702
N -0.37 -2.60 -1.67 -0.937

64
Properties=species:S:1:pos:R:3:nbo_charge:R:1 method="wB97M-V/def2-TZVPD" multiplicity=2 s_squared=0.77 charge=-1 de_lowest_ev=1.5740 lumo_ev="0.8161 / 1.2639" total_energy_ha=-4403.351916 homo_ha="-0.164 / -0.168"
Re 1.33 0.15 0.38 1.146
C -1.22 -4.38 5.24 -0.616
C -1.06 -3.39 4.12 -0.080
C -2.00 -2.38 3.92 -0.176
C -1.82 -1.44 2.94 -0.272
C -0.68 -1.42 2.10 0.273
N -0.49 -0.43 1.20 -0.641
C -1.46 0.58 1.13 0.234
C -1.55 1.50 2.18 -0.229
C -2.48 2.52 2.17 -0.216
C -3.35 2.66 1.09 0.000
C -4.33 3.79 1.06 -0.626
C -3.26 1.76 0.05 -0.222
C -2.33 0.72 0.04 0.112
N -2.27 -0.17 -1.04 -0.178
C -2.92 -0.09 -2.23 -0.043
C -2.53 -1.16 -2.99 -0.328
C -1.62 -1.85 -2.17 -0.039
N -1.48 -1.25 -1.01 -0.276
C 0.20 -2.52 2.23 0.036
C 0.01 -3.45 3.25 -0.196
N 1.26 -2.75 1.34 -0.114
C 1.74 -3.97 1.01 -0.005
C 2.77 -3.79 0.11 -0.320
C 2.85 -2.42 -0.07 0.027
N 1.94 -1.80 0.68 -0.289
H -1.79 -3.95 6.06 0.212
H -0.25 -4.69 5.62 0.210
H -1.75 -5.27 4.89 0.208
H -2.87 -2.33 4.56 0.203
H -2.57 -0.68 2.81 0.227
H -0.86 1.39 3.01 0.227
H -2.51 3.22 2.99 0.206
H -4.68 4.03 2.06 0.209
H -5.19 3.55 0.44 0.210
H -3.85 4.67 0.65 0.222
H -3.93 1.88 -0.79 0.210
H -3.59 0.72 -2.46 0.221
H -2.84 -1.42 -3.98 0.228
H -1.06 -2.74 -2.39 0.209
H 0.74 -4.25 3.38 0.202
H 1.32 -4.87 1.39 0.228
H 3.37 -4.55 -0.34 0.233
H 3.52 -1.87 -0.71 0.244
S 1.86 0.86 2.63 0.089
C 3.40 1.64 2.45 -0.320
C 3.92 2.23 3.61 0.264
N 4.34 2.70 4.57 -0.324
C 4.10 1.69 1.26 -0.293
S 3.55 1.00 -0.22 0.048
C 5.35 2.34 1.22 0.265
N 6.37 2.86 1.16 -0.315
Cl -2.36 3.44 -4.32 0.011
C -1.19 2.41 -3.58 -0.116
C -0.66 1.35 -4.30 -0.107
Cl -1.13 1.09 -5.93 0.013
C 0.20 0.45 -3.69 -0.142
Cl 0.86 -0.88 -4.56 0.010
C 0.50 0.56 -2.33 0.326
O 1.18 -0.32 -1.68 -0.715
C 0.05 1.73 -1.60 0.235
O 0.46 1.87 -0.39 -0.682
C -0.80 2.63 -2.26 -0.128
Cl -1.40 3.99 -1.38 0.013

Please write out number 3 again, unchanged.
5
Properties=species:S:1:pos:R:3:nbo_charge:R:1 method="wB97M-V/def2-TZVPD" de_lowest_ev=2.3304 lumo_ev=-0.8262 total_energy_ha=-624.806820 homo_ha=-0.421
C -0.82 0.16 -0.12 0.972
C 1.19 -0.25 0.20 -0.220
O -1.38 -0.45 0.66 -0.528
O -0.70 1.03 -0.88 -0.558
S 2.64 -0.19 -0.12 0.334